{
  "formula": "C8H25B2NO2PS",
  "method": "ωB97M-V with the def2-TZVPD basis set",
  "orbital_gap_ev": 6.73,
  "total_charge": -1,
  "e_above_lowest_kcal_mol": 0.0,
  "lumo_energy_ev": 2.753,
  "elements": ["C", "B", "O", "B", "C", "C", "C", "N", "P", "S", "H", "H", "H", "H", "H", "H", "H", "H", "H", "H", "H", "H", "H", "H", "H", "C", "C", "O", "C", "C", "H", "H", "H", "H", "H", "H", "H", "H", "H", "H"],
  "coordinates": [[1.4471, -3.4751, -1.6236], [1.8430, -2.1725, -2.4389], [3.0667, -2.2508, -3.1244], [0.8646, -0.7820, -2.4655], [0.1149, -0.4258, -1.0407], [-1.1698, 0.4182, -1.1288], [-2.1837, -0.1064, -2.1363], [-2.4006, -1.5520, -1.9724], [1.9249, 0.6992, -3.1213], [2.1754, 0.8707, -5.1110], [2.0275, -4.3579, -1.9052], [1.6002, -3.2905, -0.5521], [0.3791, -3.6897, -1.7257], [2.9814, -1.9927, -4.0512], [0.0638, -0.9673, -3.3751], [0.8129, 0.1584, -0.4200], [-0.1108, -1.3239, -0.4569], [-1.6536, 0.4429, -0.1420], [-0.9237, 1.4605, -1.3609], [-3.1415, 0.4132, -2.0379], [-1.8149, 0.1240, -3.1408], [-1.7955, -2.0601, -2.6052], [-3.3558, -1.7937, -2.1962], [3.2001, 0.6957, -2.5212], [1.4320, 1.9257, -2.6231], [-0.2103, 3.0095, 4.6859], [-0.8891, 2.7086, 3.3585], [-0.0753, 2.0252, 2.4310], [0.4030, 0.7537, 2.8367], [-0.6920, -0.2514, 3.1489], [0.7006, 3.5882, 4.5262], [-0.8829, 3.5863, 5.3231], [0.0569, 2.0991, 5.2239], [-1.1520, 3.6427, 2.8604], [-1.8267, 2.1652, 3.5302], [1.0894, 0.8593, 3.6863], [0.9880, 0.3878, 1.9938], [-1.3090, 0.0557, 3.9959], [-0.2448, -1.2154, 3.3948], [-1.3392, -0.3827, 2.2809]],
  "forces_ev_per_angstrom": [[0.146, 0.040, 0.280], [0.146, 0.282, -0.156], [-0.255, -0.962, -0.315], [-0.377, -0.244, 0.213], [0.197, 0.443, -0.142], [-0.096, -0.092, 0.343], [0.216, 0.055, -0.278], [-0.257, 0.078, 0.126], [-0.228, -0.136, -0.651], [0.086, -0.081, 0.141], [0.001, 0.003, 0.005], [-0.001, -0.046, -0.003], [-0.002, 0.027, -0.017], [0.176, 0.762, 0.267], [0.075, 0.025, -0.026], [0.003, -0.129, 0.102], [0.027, -0.096, -0.141], [0.020, 0.020, 0.006], [-0.027, -0.030, -0.153], [0.010, -0.010, 0.161], [-0.041, -0.026, -0.021], [0.101, -0.017, 0.075], [0.019, -0.038, -0.126], [-0.021, 0.109, 0.211], [0.085, 0.064, 0.156], [0.052, -0.021, -0.016], [-0.067, 0.010, 0.001], [0.054, 0.033, -0.027], [0.042, -0.092, -0.015], [-0.074, 0.067, -0.008], [0.002, 0.001, 0.004], [0.001, 0.019, -0.009], [-0.037, -0.002, 0.012], [-0.010, 0.000, 0.005], [0.022, -0.023, 0.008], [-0.039, -0.013, 0.026], [-0.001, 0.067, -0.031], [0.032, -0.021, 0.029], [0.007, -0.007, -0.026], [0.013, -0.018, -0.008]]
}

{
  "formula": "C8H25BrFeO5",
  "method": "ωB97M-V with the def2-TZVPD basis set",
  "s2": 6.008,
  "orbital_gap_ev": [7.17, 7.03],
  "total_charge": 0,
  "spin_multiplicity": 5,
  "e_above_lowest_kcal_mol": 102.9,
  "lumo_energy_ev": [-2.586, -2.721],
  "elements": ["Fe", "O", "H", "Br", "C", "C", "O", "H", "H", "H", "H", "H", "H", "C", "C", "O", "H", "H", "H", "H", "H", "H", "C", "C", "O", "H", "H", "H", "H", "H", "H", "C", "C", "O", "H", "H", "H", "H", "H", "H"],
  "coordinates": [[3.0211, -0.9088, 2.5166], [4.2678, 0.4378, 1.6571], [3.7376, 0.5492, 0.8441], [1.1301, -0.2953, 0.6049], [-3.5596, -0.7884, -1.6938], [-2.1311, -0.8340, -1.1751], [-2.0387, 0.0667, -0.1098], [-4.2351, -1.2813, -0.9946], [-3.6960, -1.2691, -2.6626], [-4.0210, 0.1850, -1.8603], [-1.4552, -0.5745, -1.9899], [-1.8839, -1.8195, -0.7805], [-1.1029, 0.0699, 0.1043], [-0.1438, 4.5568, 3.5939], [-0.2949, 3.7193, 2.3471], [0.1466, 2.3944, 2.5644], [-0.8540, 4.2259, 4.3517], [-0.3645, 5.6151, 3.4549], [0.8601, 4.3949, 3.9864], [0.2745, 4.1908, 1.5460], [-1.3602, 3.7590, 2.1200], [0.3154, 2.0775, 1.6741], [3.6725, 1.5617, -4.0974], [2.7233, 0.6630, -3.2965], [3.1058, 0.4867, -1.9793], [4.6743, 1.1540, -4.2321], [3.8093, 2.4784, -3.5237], [3.2140, 1.7754, -5.0630], [2.7257, -0.3081, -3.7915], [1.7019, 1.0433, -3.3106], [2.3757, 0.1313, -1.4671], [-2.0281, -4.8824, 0.7957], [-1.6010, -3.7602, 1.7376], [-0.2279, -3.4079, 1.4436], [-1.9912, -4.5271, -0.2341], [-3.0012, -5.2621, 1.1071], [-1.3937, -5.7684, 0.8192], [-1.8209, -4.1567, 2.7289], [-2.2835, -2.9377, 1.5235], [-0.2674, -2.7550, 0.7409]],
  "forces_ev_per_angstrom": [[0.653, 2.854, -2.889], [-1.940, -2.416, 1.479], [0.407, 0.198, 0.135], [0.899, -0.655, 1.113], [-0.802, -0.563, -0.168], [-1.031, 0.295, -0.537], [0.126, 0.538, 0.211], [0.024, -0.143, 0.079], [0.318, -0.392, 0.028], [0.704, 0.439, 0.305], [0.302, -0.018, -0.032], [-0.020, -0.467, -0.419], [0.128, 0.303, 0.542], [0.140, -0.474, 0.647], [-0.471, 1.021, 0.367], [0.015, 0.260, -0.124], [0.042, -0.195, 0.111], [0.258, -0.024, -0.325], [0.059, 0.355, 0.122], [-0.013, -0.061, -0.232], [-0.129, -0.283, -0.551], [0.142, -0.651, 0.057], [-0.353, 0.193, 0.986], [-0.049, -0.412, -1.310], [1.066, 0.293, 1.106], [-0.170, -0.331, -0.034], [-0.080, 0.271, -0.218], [0.147, 0.069, -0.001], [-0.269, -0.276, -0.242], [-0.108, 0.276, -0.359], [-0.113, -0.072, 0.059], [0.135, -0.295, -0.043], [-0.130, -1.013, -1.509], [-0.783, -0.196, 1.093], [-0.446, -0.069, -0.078], [-0.344, 0.266, -0.409], [0.409, 0.181, 0.292], [0.935, 0.599, 0.421], [0.184, 0.370, 0.363], [0.160, 0.225, -0.035]]
}

{
  "formula": "C8H25InN6O6",
  "method": "ωB97M-V with the def2-TZVPD basis set",
  "orbital_gap_ev": 1.72,
  "total_charge": 2,
  "lumo_energy_ev": -11.829,
  "elements": ["In", "C", "C", "C", "O", "H", "H", "H", "H", "H", "H", "H", "C", "C", "O", "O", "H", "H", "H", "H", "H", "H", "C", "O", "N", "N", "H", "H", "H", "H", "C", "O", "N", "N", "H", "H", "H", "H", "C", "O", "N", "N", "H", "H", "H", "H"],
  "coordinates": [[2.5245, 0.8196, 0.3123], [-1.2898, 5.6666, 1.9572], [-1.4615, 5.2183, 0.4622], [-0.5065, 6.0961, -0.3589], [-1.1007, 3.8887, 0.2035], [-2.0134, 5.1004, 2.5436], [-1.5465, 6.7225, 2.0433], [-0.2895, 5.5948, 2.3843], [-2.4759, 5.4786, 0.1602], [0.4702, 6.1564, 0.1212], [-0.9033, 7.1099, -0.3052], [-0.3653, 5.8109, -1.4014], [2.4457, 1.0852, -5.1840], [3.1641, -0.3351, -5.4490], [3.0740, -1.0887, -4.2272], [2.9357, 1.8402, -4.0838], [1.4523, 0.7693, -4.8653], [2.2105, 1.6643, -6.0769], [4.2447, -0.2643, -5.5727], [2.6401, -0.8862, -6.2299], [2.8991, -1.9686, -4.5689], [3.3953, 2.5398, -4.5540], [-1.7255, -3.1491, -2.2779], [-0.9131, -2.3287, -1.7049], [-1.4952, -3.9494, -3.2866], [-3.0533, -3.1275, -2.2134], [-1.9886, -4.8253, -3.3842], [-0.5131, -4.0778, -3.4842], [-3.4305, -2.5405, -1.4831], [-3.6111, -3.5492, -2.9422], [-1.1243, 0.3222, 4.4879], [-0.0346, 0.8812, 4.2211], [-2.2122, 0.3634, 3.8009], [-1.2751, -0.5705, 5.4035], [-3.0948, -0.0886, 3.9931], [-2.0132, 0.9564, 3.0079], [-2.1749, -1.0271, 5.4483], [-0.5285, -0.7982, 6.0444], [1.1585, -4.5147, 3.1236], [1.0916, -3.3777, 2.6220], [2.1111, -5.3642, 2.9235], [0.2966, -4.9413, 3.9286], [2.3065, -5.8413, 3.7920], [2.9285, -5.2004, 2.3533], [-0.5230, -4.3692, 4.0733], [0.3143, -5.9012, 4.2423]],
  "forces_ev_per_angstrom": [[-0.058, -0.320, -0.081], [0.611, 0.246, 0.819], [-1.580, -4.123, 0.360], [2.932, 1.301, -0.960], [-0.721, 4.580, 0.842], [0.093, -0.269, -0.138], [-0.187, 0.063, -0.574], [-0.009, -0.451, -0.248], [-0.146, -0.582, -0.330], [0.018, -0.262, -0.069], [-0.603, -0.127, 0.136], [-0.435, -0.324, 0.220], [-1.126, -2.803, 0.180], [0.052, 1.979, 1.451], [-0.636, -0.203, -0.305], [0.519, 0.190, -1.049], [-0.193, -0.205, 0.048], [0.800, 0.171, -0.149], [-0.084, 0.436, -0.935], [0.188, 0.408, -0.320], [0.012, -0.328, 0.647], [0.457, 0.398, 0.635], [0.753, 3.915, 1.036], [-2.255, -2.809, -1.276], [4.184, -2.817, -2.567], [-1.958, 1.428, 2.778], [-0.189, 0.263, 0.162], [0.060, -0.023, -0.209], [-0.539, -0.240, -0.368], [-0.021, 0.372, 0.474], [3.596, -0.220, 0.143], [-1.267, 0.229, -0.141], [-2.258, 2.761, -4.201], [0.593, -2.678, 4.068], [0.390, 0.334, -0.222], [-1.340, -0.167, -0.370], [0.620, -0.199, 0.595], [-0.321, -0.007, -0.056], [1.261, 5.195, -3.386], [0.035, -0.093, -0.403], [4.008, -3.128, -0.303], [-5.169, -1.741, 4.268], [0.516, -0.574, -0.447], [-0.386, 0.458, 0.092], [0.181, -0.303, 0.196], [-0.398, 0.269, -0.047]]
}

{
  "formula": "C8H25O9",
  "method": "ωB97M-V with the def2-TZVPD basis set",
  "orbital_gap_ev": 9.60,
  "total_charge": -1,
  "e_above_lowest_kcal_mol": 0.0,
  "lumo_energy_ev": 3.303,
  "elements": ["O", "H", "C", "C", "O", "O", "H", "H", "H", "H", "H", "H", "C", "C", "O", "O", "H", "H", "H", "H", "H", "H", "C", "C", "O", "O", "H", "H", "H", "H", "H", "H", "C", "C", "O", "O", "H", "H", "H", "H", "H", "H"],
  "coordinates": [[0.2760, 0.0385, -0.1994], [0.0729, -0.1100, -1.1315], [-3.1122, -3.6783, -0.0090], [-2.4207, -2.3482, -0.0793], [-1.0716, -2.4622, 0.3439], [-3.3218, -4.0778, 1.3592], [-2.4614, -4.4164, -0.4881], [-4.0982, -3.6567, -0.4681], [-2.9338, -1.5776, 0.5038], [-2.4178, -2.0203, -1.1315], [-0.6780, -1.5777, 0.2226], [-2.5423, -4.5670, 1.6326], [2.4556, -1.7732, 2.1665], [1.8633, -0.4990, 2.7685], [0.4458, -0.4049, 2.5377], [2.6956, -1.6509, 0.7858], [1.8396, -2.6510, 2.3864], [3.3998, -1.8865, 2.7205], [2.3337, 0.3892, 2.3329], [2.0013, -0.4583, 3.8526], [0.3536, -0.2008, 1.5879], [1.9112, -1.2277, 0.3824], [-1.7636, 2.4330, 1.1095], [-0.7483, 3.2256, 0.2914], [0.5561, 2.7009, 0.3611], [-2.0313, 1.1966, 0.4816], [-2.6835, 3.0114, 1.1953], [-1.3406, 2.1569, 2.0820], [-0.6949, 4.2383, 0.7034], [-1.1816, 3.2903, -0.7165], [0.5290, 1.7471, 0.1600], [-1.1946, 0.7641, 0.1917], [2.2789, 1.1565, -3.0782], [1.2951, 2.3266, -3.2037], [-0.0352, 1.9556, -2.8366], [2.5956, 0.8569, -1.7449], [3.1941, 1.4136, -3.6209], [1.8747, 0.2587, -3.5682], [1.2937, 2.7508, -4.2051], [1.6641, 3.0492, -2.4656], [0.0013, 1.8119, -1.8800], [1.8005, 0.4729, -1.3324]],
  "forces_ev_per_angstrom": [[0.229, -0.098, -0.519], [-0.193, -0.264, 0.099], [0.432, -0.180, 1.018], [0.412, 0.600, -0.584], [-0.382, -0.267, -0.008], [-0.160, -0.224, -0.307], [-0.222, -0.023, -0.260], [0.036, 0.082, -0.189], [-0.180, -0.135, 0.056], [-0.256, 0.007, 0.004], [0.303, -0.032, 0.143], [0.093, 0.206, 0.110], [0.298, 0.748, 0.778], [-1.283, -0.094, -0.257], [0.670, 0.111, -0.023], [-0.120, 0.036, -0.181], [-0.202, 0.138, 0.093], [0.198, -0.296, -0.581], [0.323, -0.153, -0.004], [0.026, -0.180, -0.033], [-0.242, -0.098, 0.218], [0.200, -0.107, 0.065], [1.064, -0.839, -0.252], [-0.577, 0.317, 0.861], [-0.036, 0.403, -0.325], [-1.004, -0.024, -0.490], [-0.142, -0.129, 0.105], [-0.069, 0.710, 0.306], [0.041, 0.073, -0.111], [0.372, 0.002, -0.183], [0.075, -0.417, -0.008], [0.072, 0.018, 0.290], [-0.334, -0.081, -0.650], [0.363, -0.503, 0.978], [0.342, -0.029, -0.163], [0.022, 0.069, -0.093], [0.123, 0.049, 0.234], [-0.131, 0.134, -0.146], [-0.171, -0.036, -0.084], [-0.037, 0.331, -0.306], [-0.214, 0.097, -0.049], [0.263, 0.080, 0.447]]
}

{
  "formula": "C8H26LiN2O4",
  "method": "ωB97M-V with the def2-TZVPD basis set",
  "s2": 0.750,
  "orbital_gap_ev": [2.62, 10.27],
  "total_charge": 0,
  "spin_multiplicity": 2,
  "lumo_energy_ev": [0.132, 0.114],
  "elements": ["Li", "C", "C", "C", "O", "C", "N", "H", "H", "H", "H", "H", "H", "H", "H", "H", "H", "H", "C", "C", "C", "O", "C", "N", "H", "H", "H", "H", "H", "H", "H", "H", "H", "H", "H", "O", "H", "H", "O", "H", "H"],
  "coordinates": [[-0.5827, 1.4091, 0.0877], [1.0580, 2.4329, -2.2650], [0.6895, 0.9886, -2.0561], [1.6857, 0.3324, -1.0925], [1.6331, 0.8739, 0.2666], [2.9212, 0.7726, 0.8941], [-0.7775, 0.7559, -1.8353], [0.2900, 3.1435, -1.9595], [1.1488, 2.6647, -3.3261], [1.8905, 2.8045, -1.6675], [0.9729, 0.4897, -2.9829], [2.6835, 0.5326, -1.4827], [1.5135, -0.7378, -0.9779], [3.2702, -0.2502, 0.7525], [2.9210, 1.0992, 1.9340], [3.6627, 1.3782, 0.3730], [-0.8866, -0.1952, -2.1574], [-1.2444, 1.3660, -2.4910], [-0.3258, -2.2859, 2.5415], [-0.5416, -1.4880, 1.2427], [-1.7894, -1.9932, 0.3720], [-1.8565, -3.4207, 0.0761], [-0.6235, -3.8795, -0.4700], [-0.7184, -0.0946, 1.5980], [-1.2773, -2.6575, 2.9219], [0.1345, -1.7440, 3.3676], [0.3552, -3.1032, 2.3041], [0.3052, -1.4914, 0.5563], [-2.0425, -1.4257, -0.5235], [-2.6012, -1.7877, 1.0697], [-0.0114, -3.2382, -1.1041], [-0.7175, -4.7495, -1.1199], [-0.0854, -4.3029, 0.3782], [0.0513, 0.0800, 2.2282], [-1.5454, -0.0760, 2.1774], [-2.6707, 2.0938, 0.0395], [-2.9818, 2.0523, -0.8648], [-3.4674, 2.1729, 0.5641], [-0.1317, 3.4376, 0.8399], [-0.7461, 4.0428, 0.4246], [0.4381, 3.9979, 1.3668]],
  "forces_ev_per_angstrom": [[-0.609, 0.272, 0.756], [-0.702, 1.621, 0.024], [0.816, -0.471, -0.389], [-0.634, 0.389, 1.367], [0.322, 0.250, -0.598], [-0.149, -0.158, -0.904], [2.210, -0.060, 0.534], [-0.485, -0.284, 0.196], [0.484, -0.070, 0.021], [0.411, -0.413, -0.298], [-0.027, -0.203, -0.242], [0.018, -0.170, -0.208], [0.110, -0.246, -0.337], [0.072, -0.250, 0.579], [-0.473, -0.255, -0.084], [-0.053, 0.360, -0.162], [-0.759, -0.238, 0.048], [-0.524, 0.154, -0.195], [0.161, -0.869, -0.948], [-0.399, -0.632, -1.105], [-0.056, -0.550, 1.715], [0.872, 1.660, -0.486], [0.090, -1.481, 0.462], [-0.566, 0.469, -0.391], [0.000, -0.241, -0.087], [0.089, 0.436, -0.310], [-0.258, -0.405, 0.327], [0.429, -0.383, 0.412], [0.687, 0.217, -0.068], [-0.505, -0.300, -0.147], [-0.208, 0.848, 0.454], [-0.976, -0.097, -0.042], [0.772, 0.393, -0.056], [0.103, 0.523, 0.088], [-0.365, 0.473, 0.197], [1.013, -0.166, 0.525], [-0.330, 0.052, -0.929], [-0.425, 0.141, 0.405], [0.177, -0.594, -0.048], [-0.641, 0.224, -0.269], [0.308, 0.054, 0.194]]
}